(1)
The following is a DFT calculation (ωB97M-V/def2-TZVPD) of the molecule C24H20N4O3 at a distorted geometry.

Energy relative to the best compared isomer or geometry (same formula, charge and spin), kJ/mol: 0.0
Frontier orbital gap, eV: 7.6590
HOMO, eV: -8.056

Atoms and positions in Å:
C: -4.748 -2.922 -0.986
C: -3.867 -1.711 -0.722
O: -4.638 -0.772 0.012
C: -4.153 0.491 0.200
C: -2.890 0.944 -0.122
C: -2.556 2.291 0.073
C: -1.269 2.826 -0.304
N: -0.216 2.128 -0.482
N: 0.880 2.783 -0.912
C: 2.174 2.352 -1.015
O: 2.979 3.114 -1.519
C: 2.531 1.011 -0.481
C: 1.653 -0.043 -0.546
C: 2.051 -1.311 -0.066
C: 1.113 -2.438 -0.070
C: 1.555 -3.747 -0.258
C: 0.631 -4.776 -0.245
C: -0.705 -4.460 -0.043
N: -1.133 -3.226 0.165
C: -0.248 -2.246 0.158
N: 3.251 -1.548 0.404
C: 4.133 -0.539 0.488
C: 5.408 -0.827 1.021
C: 6.339 0.162 1.155
C: 6.034 1.475 0.768
C: 4.808 1.786 0.243
C: 3.826 0.791 0.074
C: -3.507 3.162 0.603
C: -4.758 2.706 0.967
C: -5.094 1.377 0.769
O: -6.326 0.929 1.098
H: -5.079 -3.351 -0.044
H: -4.178 -3.667 -1.532
H: -5.621 -2.640 -1.569
H: -2.986 -2.015 -0.146
H: -3.544 -1.260 -1.669
H: -2.154 0.286 -0.552
H: -1.238 3.915 -0.445
H: 0.769 3.765 -1.190
H: 0.679 0.083 -0.986
H: 2.608 -3.930 -0.413
H: 0.936 -5.800 -0.390
H: -1.471 -5.225 -0.038
H: -0.637 -1.258 0.372
H: 5.607 -1.844 1.321
H: 7.315 -0.058 1.565
H: 6.778 2.249 0.887
H: 4.591 2.797 -0.062
H: -3.257 4.203 0.747
H: -5.495 3.367 1.392
H: -6.369 -0.012 0.871

Forces on atoms 1 to 3 (eV/Å):
0.2 0.4 0.1
0.2 -0.4 -0.2
-0.2 0.5 0.2

(2)
The following is a DFT calculation (ωB97M-V/def2-TZVPD) of a structure of composition C23H39N2O3P3Sn at a distorted geometry.

Total charge: +4
Energy relative to the best compared isomer or geometry (same formula, charge and spin), kJ/mol: 0.0
Frontier orbital gap (alpha / beta), eV: 5.1470 / 5.1989
HOMO (alpha / beta), eV: -18.731 / -18.731

Atoms and positions in Å:
P: -0.809 -0.239 -3.429
C: -2.549 -0.509 -3.795
H: -2.699 -0.675 -4.881
H: -3.148 0.362 -3.476
H: -2.890 -1.393 -3.235
C: -0.322 1.380 -4.126
H: 0.769 1.551 -4.011
H: -0.866 2.212 -3.643
H: -0.549 1.399 -5.215
C: 0.230 -1.369 -4.369
H: 0.037 -1.251 -5.454
H: 0.014 -2.400 -4.042
H: 1.295 -1.139 -4.161
P: 1.153 -2.762 1.270
C: -0.097 -4.003 1.769
H: 0.330 -4.838 2.342
H: -0.593 -4.374 0.860
H: -0.851 -3.484 2.378
C: 2.424 -3.687 0.320
H: 3.305 -3.036 0.180
H: 1.999 -3.908 -0.672
H: 2.710 -4.615 0.840
C: 2.080 -2.410 2.814
H: 2.542 -3.327 3.211
H: 1.380 -1.971 3.542
H: 2.858 -1.662 2.593
P: -0.607 2.782 2.391
C: -2.186 2.692 3.165
H: -2.340 3.646 3.682
H: -2.237 1.880 3.903
H: -2.995 2.567 2.434
C: 0.827 3.022 3.412
H: 0.635 3.924 4.005
H: 1.714 3.193 2.778
H: 1.003 2.157 4.068
C: -0.516 3.996 1.095
H: -0.414 4.954 1.634
H: -1.439 4.002 0.491
H: 0.368 3.852 0.449
Sn: 1.342 0.308 -0.238
C: -0.445 -0.892 -1.572
O: -0.986 -1.857 -1.074
C: -0.203 1.118 1.704
O: -0.620 0.046 2.053
C: 3.312 1.257 0.710
C: 2.657 2.227 -0.078
C: 2.395 1.975 -1.445
C: 2.787 0.740 -2.019
C: 3.443 -0.227 -1.232
C: 3.626 -0.002 0.152
H: 3.589 1.473 1.748
H: 2.376 3.188 0.363
H: 1.927 2.741 -2.073
H: 2.612 0.551 -3.082
H: 3.835 -1.143 -1.689
H: 4.105 -0.777 0.764
N: -6.843 -0.158 0.555
C: -5.531 -0.544 0.678
O: -5.192 -1.568 1.239
C: -4.522 0.406 0.096
C: -4.826 1.642 -0.523
C: -3.797 2.418 -1.038
C: -2.476 1.942 -0.912
N: -2.198 0.791 -0.341
C: -3.162 0.033 0.179
H: -7.541 -0.796 0.888
H: -7.143 0.628 -0.014
H: -5.872 1.978 -0.594
H: -3.963 3.370 -1.530
H: -1.642 2.516 -1.289
H: -2.871 -0.897 0.662

Forces on atoms 1 to 3 (eV/Å):
-0.7 -0.7 -1.2
-0.4 -0.1 0.1
0.2 0.1 0.5

(3)
The following is a DFT calculation (ωB97M-V/def2-TZVPD) of a structure of composition C31H59N3O4SeSi7TeW.

2S+1: 3
Energy relative to the best compared isomer or geometry (same formula, charge and spin), kJ/mol: 40.6
Frontier orbital gap (alpha / beta), eV: 6.3117 / 6.6188
HOMO (alpha / beta), eV: -7.508 / -7.921

Atoms and positions in Å:
W: 0.216 1.255 -0.288
C: -1.970 4.222 0.724
Si: -0.538 3.723 1.858
C: 0.956 4.810 1.425
C: -1.082 4.356 3.550
C: -0.137 1.857 1.813
Si: -1.557 0.949 2.690
C: -3.254 1.683 2.336
C: -1.310 1.002 4.563
C: -1.767 -0.867 2.275
Si: 1.527 1.559 2.619
C: 2.008 2.697 4.046
C: 1.872 -0.130 3.389
C: 2.795 1.915 1.241
C: 4.082 2.391 1.465
C: 4.926 2.653 0.401
C: 4.473 2.414 -0.889
C: 3.190 1.941 -1.058
N: 2.370 1.711 -0.026
H: -1.736 5.172 0.240
H: -2.878 4.377 1.310
H: -2.209 3.504 -0.058
H: 0.580 5.734 0.977
H: 1.655 4.364 0.718
H: 1.512 5.102 2.317
H: -1.267 5.429 3.439
H: -0.325 4.234 4.326
H: -2.005 3.898 3.905
H: -3.406 2.687 2.730
H: -3.990 1.030 2.814
H: -3.472 1.703 1.268
H: -1.116 2.007 4.939
H: -0.489 0.358 4.881
H: -2.218 0.637 5.052
H: -1.985 -1.018 1.219
H: -2.626 -1.216 2.856
H: -0.911 -1.484 2.542
H: 1.206 2.692 4.787
H: 2.210 3.731 3.772
H: 2.896 2.294 4.542
H: 1.613 -0.077 4.449
H: 2.943 -0.340 3.326
H: 1.343 -0.968 2.940
H: 4.410 2.564 2.482
H: 5.923 3.040 0.570
H: 5.100 2.589 -1.751
H: 2.795 1.718 -2.041
O: 0.378 0.868 -2.478
C: 0.015 1.579 -3.422
C: -0.186 2.993 -3.374
C: -0.491 3.654 -4.572
C: -0.615 5.016 -4.575
C: -0.435 5.765 -3.404
C: -0.144 5.135 -2.225
C: -0.037 3.729 -2.166
O: 0.187 3.161 -1.021
N: -0.924 5.705 -5.826
O: -1.069 5.026 -6.825
O: -1.043 6.914 -5.789
H: -0.121 1.091 -4.395
H: -0.628 3.097 -5.489
H: -0.533 6.840 -3.454
H: -0.007 5.694 -1.310
C: -2.850 -2.053 -1.910
Si: -2.297 -3.573 -0.960
C: -3.290 -3.725 0.639
C: -2.630 -5.120 -1.988
Si: 0.030 -3.469 -0.572
Te: 1.005 -1.207 0.012
Si: 1.144 -3.923 -2.596
C: 2.982 -3.548 -2.441
C: 0.945 -5.725 -3.115
C: 0.396 -2.804 -3.914
Si: 0.745 -4.908 1.132
C: 0.016 -4.490 2.823
C: 0.169 -6.636 0.649
C: 2.631 -4.855 1.217
H: -3.941 -1.988 -1.926
H: -2.499 -2.072 -2.943
H: -2.469 -1.145 -1.448
H: -4.170 -4.350 0.466
H: -3.629 -2.750 0.980
H: -2.715 -4.174 1.452
H: -3.709 -5.274 -2.077
H: -2.201 -6.016 -1.534
H: -2.222 -5.026 -2.996
H: 3.477 -4.266 -1.784
H: 3.145 -2.552 -2.025
H: 3.464 -3.595 -3.421
H: 1.511 -6.392 -2.462
H: 1.325 -5.855 -4.132
H: -0.098 -6.046 -3.105
H: 0.397 -1.762 -3.583
H: -0.637 -3.084 -4.132
H: 0.966 -2.872 -4.845
H: -0.902 -5.054 2.997
H: -0.221 -3.432 2.933
H: 0.726 -4.754 3.611
H: -0.915 -6.726 0.757
H: 0.631 -7.381 1.302
H: 0.425 -6.886 -0.381
H: 3.022 -3.901 0.856
H: 3.068 -5.647 0.605
H: 2.980 -4.990 2.243
Se: -3.998 1.613 -2.567
C: -2.695 1.253 -1.457
N: -1.815 0.995 -0.720

Forces on atoms 1 to 3 (eV/Å):
-0.6 0.1 0.6
0.0 -0.1 0.1
-0.1 0.2 -0.1